a:
11
Properties=species:S:1:pos:R:3:lowdin_charge:R:1 method="wB97M-V/def2-TZVPD" lumo_energy_ev=0.403 orbital_gap_ev=9.65
O -0.63 -2.08 0.23 -0.06
C 0.64 -1.77 0.09 0.00
C -0.08 0.93 -0.73 -0.07
C 0.10 1.33 0.71 -0.34
O 1.02 2.01 1.10 0.04
H -0.90 -2.56 -0.57 0.10
H 0.54 0.04 -0.95 0.03
H 0.85 -1.22 1.04 0.02
H -1.12 0.66 -0.94 0.08
H 0.25 1.72 -1.40 0.09
H -0.66 0.95 1.42 0.12


b:
11
Properties=species:S:1:pos:R:3:lowdin_charge:R:1 method="wB97M-V/def2-TZVPD" lumo_energy_ev=0.639 orbital_gap_ev=8.72
O -1.14 -0.68 -1.53 -0.11
C 0.36 -1.01 -0.45 0.05
C -0.06 0.07 0.36 -0.36
C 0.36 0.97 1.42 -0.12
O 0.45 1.38 0.07 -0.07
H -0.84 0.14 -1.97 0.07
H 0.14 -2.03 -0.14 0.11
H 1.11 -0.93 -1.24 0.10
H -1.25 -0.22 -0.46 0.12
H 1.32 0.88 1.93 0.11
H -0.44 1.44 2.00 0.11


c:
11
Properties=species:S:1:pos:R:3:lowdin_charge:R:1 method="wB97M-V/def2-TZVPD" lumo_energy_ev=1.010 smiles=OC[C@H]1CO1 orbital_gap_ev=11.37
O 0.34 -0.09 -2.10 -0.06
C 0.62 -0.54 -0.79 -0.22
C -0.37 0.13 0.12 -0.31
C -0.23 0.36 1.56 -0.10
O -0.09 1.41 0.62 -0.03
H -0.62 0.09 -2.09 0.08
H 0.52 -1.63 -0.72 0.12
H 1.65 -0.27 -0.52 0.13
H -1.38 0.06 -0.37 0.15
H 0.69 0.12 2.11 0.12
H -1.13 0.37 2.17 0.11


Which structure is most stable, and how do the rest compare? From most to least stable: c, a, b.


a:
11
Properties=species:S:1:pos:R:3:lowdin_charge:R:1 method="wB97M-V/def2-TZVPD" lumo_energy_ev=0.793 smiles="COC(C)=O" orbital_gap_ev=11.01
C 1.49 -0.27 0.20 -0.06
O 0.53 -0.85 -0.68 -0.08
C -0.72 -0.67 -0.23 -0.55
C -1.30 0.76 -0.18 0.00
O -1.39 -1.65 0.10 0.09
H 2.55 -0.64 -0.41 0.18
H 1.43 0.79 0.26 0.07
H 1.40 -0.71 1.08 0.03
H -0.86 1.13 0.89 0.14
H -0.77 1.35 -1.01 0.11
H -2.37 0.76 -0.03 0.07


b:
11
Properties=species:S:1:pos:R:3:lowdin_charge:R:1 method="wB97M-V/def2-TZVPD" lumo_energy_ev=0.699 smiles="C=CO.C=O" orbital_gap_ev=9.50
C -1.90 0.90 -0.99 0.01
C -1.14 0.45 0.00 -0.32
O -0.46 1.27 0.84 -0.02
H -2.27 0.30 -1.81 0.05
H -2.14 1.95 -1.12 0.05
H -1.05 -0.61 0.21 0.09
H -0.42 0.93 1.77 0.12
C 2.36 -1.30 0.29 -0.12
O 1.22 -1.37 -0.06 -0.01
H 2.95 -2.20 0.53 0.08
H 2.84 -0.32 0.34 0.08


Which structure is most stable, and how do the rest compare? From most to least stable: a, b.


a:
11
Properties=species:S:1:pos:R:3:lowdin_charge:R:1 method="wB97M-V/def2-TZVPD" lumo_energy_ev=0.864 smiles="COCC=O" orbital_gap_ev=10.54
C -1.36 -0.72 0.07 -0.09
O -0.70 0.22 -0.74 -0.19
C 0.32 0.94 -0.19 -0.22
C 1.59 0.05 0.08 -0.16
O 1.65 -1.06 -0.49 0.01
H -2.07 -1.20 -0.58 0.09
H -1.83 -0.24 0.93 0.09
H -0.69 -1.52 0.42 0.09
H 0.55 1.77 -0.95 0.16
H 0.08 1.39 0.76 0.11
H 2.46 0.38 0.70 0.12


b:
11
Properties=species:S:1:pos:R:3:lowdin_charge:R:1 method="wB97M-V/def2-TZVPD" lumo_energy_ev="-1.163 / -1.164" orbital_gap_ev="8.44 / 8.45"
C -1.53 0.91 0.61 -0.15
O -0.39 0.30 -0.02 -0.24
C 0.87 -1.25 0.02 0.14
C 1.49 -0.30 -0.93 -0.34
O 1.84 0.79 -0.54 0.06
H -2.30 0.26 1.02 0.07
H -1.20 1.61 1.40 0.08
H -2.02 1.52 -0.17 0.08
H 0.79 -2.31 -0.34 0.10
H 1.16 -1.19 1.06 0.09
H 1.46 -0.58 -2.00 0.12


Which structure is most stable, and how do the rest compare? From most to least stable: a, b.


a:
11
Properties=species:S:1:pos:R:3:lowdin_charge:R:1 method="wB97M-V/def2-TZVPD" lumo_energy_ev=0.829 orbital_gap_ev=8.87
C 0.10 0.78 0.31 -0.28
C -1.36 1.07 -0.07 -0.04
C 0.98 -0.97 -0.35 -0.15
O 0.77 1.53 0.97 0.03
O 0.65 -2.02 0.42 -0.03
H -1.68 0.24 -0.73 0.08
H -1.96 1.36 0.82 0.09
H -1.23 2.03 -0.54 0.07
H 1.96 -0.65 -0.42 0.06
H 0.42 -1.11 -1.36 0.11
H 1.36 -2.25 0.96 0.06


b:
11
Properties=species:S:1:pos:R:3:lowdin_charge:R:1 method="wB97M-V/def2-TZVPD" lumo_energy_ev=-0.208 orbital_gap_ev=9.50
C 1.20 -0.37 -0.02 -0.03
C -0.12 0.32 -0.28 -0.59
O -0.21 1.18 -1.25 -0.09
C -1.35 -0.54 0.08 -0.21
O -2.31 -0.60 -0.64 0.11
H 2.02 0.36 -0.06 0.09
H 1.23 -0.90 0.94 0.09
H 1.34 -1.08 -0.84 0.11
H -0.25 1.14 0.97 0.19
H -0.29 1.58 0.07 0.19
H -1.27 -1.10 1.03 0.13


Which structure is most stable, and how do the rest compare? From most to least stable: a, b.